The following is a DFT calculation (ωB97M-V with the def2-TZVPD basis set) of 4 unconnected molecules or ions with the total composition C27H57BBrFN2O4S at a distorted geometry.

```
94
Properties=species:S:1:pos:R:3
C -4.25163 3.92280 -2.77935
C -3.32710 4.21878 -2.08144
C -2.13726 4.56534 -1.30812
B -1.55914 6.01659 -1.86808
N -2.08264 6.61114 -3.09582
O -0.61150 6.66986 -1.14962
C -1.13948 3.37999 -1.51901
Br 0.69265 3.96379 -1.94960
C -1.01414 2.34334 -0.38532
C -0.72351 0.95274 -0.94616
C -1.80798 0.34752 -1.85503
C -2.11681 -1.09415 -1.52373
F -2.97871 1.10267 -1.84701
C -2.14011 2.38390 0.64985
N -1.97464 1.43607 1.70568
O -2.04628 3.69782 1.28633
S -2.71710 4.83964 0.41595
O -2.26326 6.09159 0.92020
O -4.13472 4.64749 0.41428
H -4.93617 3.42353 -3.41975
H -2.09154 5.95719 -3.87013
H -3.03505 6.93065 -2.95047
H 0.21171 6.78901 -1.63125
H -1.45961 2.87933 -2.42092
H -0.12286 2.62512 0.17897
H -0.55250 0.23845 -0.14335
H 0.20919 0.98764 -1.50661
H -1.44438 0.34689 -2.88511
H -2.50433 -1.20320 -0.51226
H -2.83974 -1.47543 -2.24004
H -1.19555 -1.66608 -1.62385
H -3.13037 2.27273 0.21593
H -0.99978 1.21717 1.85671
H -2.50432 0.59388 1.54304
C -7.50142 5.64059 6.25157
C -6.20380 6.44312 6.23049
C -5.83804 6.97215 4.84440
C -5.59127 5.89446 3.78699
C -4.49637 4.88951 4.13762
C -3.11974 5.52688 4.30237
H -7.43773 4.75394 5.61943
H -7.73388 5.30418 7.26327
H -8.33911 6.24701 5.90066
H -5.38896 5.83129 6.62670
H -6.30353 7.29345 6.91068
H -4.95241 7.60732 4.93130
H -6.64211 7.62661 4.49196
H -5.32914 6.38401 2.84460
H -6.52152 5.35240 3.59363
H -4.44658 4.14584 3.33818
H -4.76033 4.34168 5.04775
H -2.82355 6.03980 3.38739
H -2.36840 4.76602 4.52138
H -3.09976 6.25046 5.11986
C 5.31243 -3.16624 -1.12322
C 4.29954 -3.70171 -0.11593
C 2.91072 -3.92358 -0.71325
C 2.23236 -2.66141 -1.24775
C 2.05976 -1.54242 -0.22185
C 1.17231 -1.93007 0.95809
H 5.02148 -2.19134 -1.51742
H 6.29316 -3.05011 -0.66033
H 5.42124 -3.85282 -1.96576
H 4.24020 -3.02476 0.74075
H 4.66136 -4.65572 0.27627
H 2.27125 -4.39240 0.03986
H 2.98815 -4.64701 -1.53114
H 1.24814 -2.93834 -1.64167
H 2.79803 -2.27543 -2.10010
H 1.61931 -0.67877 -0.72528
H 3.03447 -1.21236 0.14588
H 0.17488 -2.22102 0.61770
H 1.06283 -1.09126 1.64886
H 1.59030 -2.76317 1.52340
C 5.45134 -6.02376 -4.33342
C 4.83977 -7.38954 -4.03815
C 4.52992 -7.60153 -2.55639
C 5.74538 -7.55168 -1.62883
C 6.84697 -8.55768 -1.95805
C 6.39478 -10.01111 -1.85057
H 6.40633 -5.89036 -3.82292
H 5.63162 -5.89888 -5.40181
H 4.77859 -5.22530 -4.01157
H 5.50510 -8.17590 -4.40424
H 3.90948 -7.49269 -4.60256
H 4.01539 -8.55862 -2.43572
H 3.81711 -6.83635 -2.23120
H 5.40445 -7.72200 -0.60252
H 6.17141 -6.54386 -1.63923
H 7.68015 -8.39486 -1.26968
H 7.24129 -8.37016 -2.96045
H 6.03717 -10.23275 -0.84297
H 7.21862 -10.69097 -2.07080
H 5.58953 -10.23655 -2.55116
```

LUMO: 0.232 eV
F_max: 1.38 eV Å⁻¹
Energy relative to the best compared isomer or geometry (same formula, charge and spin): 0.0 kcal per mole
Frontier orbital gap: 10.13 eV
HOMO energy: -9.90 eV
SMILES: C#C[C@]1(B(N)O)[C@@H](Br)[C@H](C[C@@H](C)F)[C@@H](N)OS1(=O)=O.CCCCCC.CCCCCC.CCCCCC

The following is a DFT calculation (ωB97M-V with the def2-TZVPD basis set) of 2 unconnected molecules or ions with the total composition HN2P at a distorted geometry.

```
4
Properties=species:S:1:pos:R:3
N -2.61672 1.97388 0.95042
N -2.76058 0.91196 0.69945
P 1.00778 0.69181 0.73216
H 0.85582 0.88180 -0.72295
```

LUMO (alpha / beta): -1.514 / -1.505 eV
F_max: 1.72 eV Å⁻¹
Energy relative to the best compared isomer or geometry (same formula, charge and spin): 5.8 kcal per mole
Frontier orbital gap (alpha / beta): 7.41 / 7.42 eV
HOMO energy (alpha / beta): -8.93 / -8.92 eV

The following is a DFT calculation (ωB97M-V with the def2-TZVPD basis set) of 2 unconnected molecules or ions with the total composition C5H14NO2 at a distorted geometry.

```
22
Properties=species:S:1:pos:R:3
C 0.27946 -2.57869 -1.87312
O 0.79515 -1.99994 -3.10181
C -0.05289 -1.42051 -0.93618
C -0.58220 -1.86802 0.45150
H -0.55358 -3.25042 -2.06075
H 1.10512 -3.13394 -1.39339
H 0.78337 -2.60975 -3.82049
H 0.87834 -0.77786 -0.83788
H -0.81962 -0.78231 -1.41740
H -0.09185 -2.77181 0.85451
H -0.50985 -1.02442 1.16138
H -1.68341 -2.11087 0.37861
C -0.14231 2.97513 2.33422
N -0.61671 2.71437 0.95274
C 0.45306 1.97927 0.21595
O 0.60154 0.69603 0.58423
H 0.41850 2.10062 2.68650
H -1.02024 3.19700 2.99071
H 0.50933 3.86025 2.42221
H -1.35086 1.99290 0.97583
H 1.36847 2.66910 0.30706
H 0.23118 2.14388 -0.87443
```

2S+1: 2
LUMO (alpha / beta): 1.055 / -1.975 eV
F_max: 2.47 eV Å⁻¹
Energy relative to the best compared isomer or geometry (same formula, charge and spin): 27.4 kcal per mole
Frontier orbital gap (alpha / beta): 10.60 / 7.47 eV
HOMO energy (alpha / beta): -9.55 / -9.44 eV

The following is a DFT calculation (ωB97M-V with the def2-TZVPD basis set) of a molecular structure, C30H24GeN3S4SbW.

```
64
Properties=species:S:1:pos:R:3
W -1.02182 -0.39102 -0.22096
S 1.29135 -5.97705 1.27700
Sb 2.06347 -4.42525 -0.20310
S -0.65767 -2.79916 -0.43582
S -0.65390 -1.99214 1.49088
S 2.01499 -5.19019 -2.35199
C -5.38986 1.45545 -2.63236
C -4.82264 0.28634 -2.13442
C -3.64300 0.36106 -1.40210
C -3.05589 1.61527 -1.17230
C -3.60369 2.78485 -1.67188
C -4.78321 2.68647 -2.40747
N -1.87178 1.47261 -0.44812
N -1.37531 2.64640 0.03052
C -0.29516 2.39618 0.71044
C 0.50565 3.44018 1.27280
C 1.65975 3.13074 1.90771
C 2.05617 1.76402 2.01258
C 1.27197 0.80041 1.47059
N 0.09619 1.07295 0.81254
H -6.30281 1.40180 -3.21483
H -5.27431 -0.67707 -2.33958
H -3.16594 -1.71762 -1.01214
H -3.11268 3.73202 -1.49918
H -5.22585 3.58672 -2.81935
H 0.15119 4.45372 1.14347
H 2.28519 3.90815 2.32912
H 2.96983 1.48488 2.51747
H 1.52211 -0.25050 1.53314
C -2.79553 -0.70073 -0.91323
Ge -0.14150 -0.23084 -2.67695
C -1.39078 -1.06324 -3.95279
C -2.49896 -0.39263 -4.46957
C -3.43603 -1.05328 -5.25438
C -3.28451 -2.40530 -5.52838
C -2.19620 -3.09298 -5.00561
C -1.25998 -2.42785 -4.22593
C 0.17815 1.63015 -3.29371
C -0.12300 2.06019 -4.58608
C 0.17836 3.34987 -5.00723
C 0.79628 4.23922 -4.13904
C 1.11633 3.82450 -2.85372
C 0.80752 2.53585 -2.44264
C 1.61199 -1.07204 -2.99772
C 2.52216 -1.20081 -1.95262
C 3.79126 -1.72326 -2.16100
C 4.17055 -2.13242 -3.42913
C 3.27614 -2.01392 -4.48279
C 2.01151 -1.48774 -4.26604
H -2.65767 0.65639 -4.23792
H -4.29526 -0.51098 -5.63404
H -4.01697 -2.92556 -6.13555
H -2.07599 -4.15324 -5.19499
H -0.42225 -2.98769 -3.81745
H -0.59539 1.37760 -5.28433
H -0.06857 3.65768 -6.01759
H 1.02844 5.24756 -4.46281
H 1.60342 4.50519 -2.16407
H 1.07466 2.22806 -1.43928
H 2.23158 -0.92476 -0.94276
H 4.46324 -1.84774 -1.32059
H 5.14492 -2.57813 -3.58870
H 3.55457 -2.35871 -5.47221
H 1.32101 -1.41840 -5.10110
```

Total charge: -2
LUMO: 4.257 eV
F_max: 0.67 eV Å⁻¹
Energy relative to the best compared isomer or geometry (same formula, charge and spin): 0.8 kcal per mole
Frontier orbital gap: 5.68 eV
HOMO energy: -1.42 eV

The following is a DFT calculation (ωB97M-V with the def2-TZVPD basis set) of 4 unconnected molecules or ions with the total composition C6H22NO4 at a distorted geometry.

```
33
Properties=species:S:1:pos:R:3
C 2.42562 -1.40174 0.12428
O 2.31403 -2.43605 1.07059
C 1.21706 -0.57368 0.20004
C 1.52972 0.73587 -0.59575
C 0.12889 1.52939 -0.78522
C -0.92054 0.60997 -1.62453
C 0.18438 2.94287 -1.13575
N 0.83385 -0.36320 1.63640
H 3.43442 -0.89877 0.11040
H 2.56083 -1.73110 -0.94362
H 2.58029 -3.41602 0.64888
H 0.29397 -1.11504 -0.22275
H 1.72665 0.16581 -1.61236
H 2.46316 1.26120 -0.35919
H -0.41211 1.48324 0.35257
H -1.39484 0.00232 -0.87142
H -1.68945 1.29061 -2.13504
H -0.59887 -0.19222 -2.31314
H -0.06114 3.21216 -2.23528
H -0.65923 3.54874 -0.69540
H 1.14738 3.31363 -0.93078
H -0.16662 -0.17099 1.77338
H 1.19836 -1.24495 2.19372
H 1.35264 0.39398 2.16038
H -1.79877 -2.33783 -2.80170
H -2.98825 -1.98354 -1.88662
O -2.06404 -2.24247 -1.95254
H -2.33932 -1.91750 2.22460
H -3.23456 -1.13331 1.40567
O -2.27258 -1.32662 1.54027
H -1.96556 0.61761 2.67734
H -1.48368 2.14478 2.59012
O -1.34168 1.23286 2.39245
```

Total charge: +1
LUMO: -2.791 eV
F_max: 4.79 eV Å⁻¹
Energy relative to the best compared isomer or geometry (same formula, charge and spin): 84.2 kcal per mole
Frontier orbital gap: 10.42 eV
HOMO energy: -13.21 eV

The following is a DFT calculation (ωB97M-V with the def2-TZVPD basis set) of a molecular structure, C5H10O2Tm at a distorted geometry.

```
18
Properties=species:S:1:pos:R:3
C 0.72022 2.55940 0.94008
O -0.21844 1.66249 0.38275
C -0.69067 0.59045 1.24116
C -1.82914 -0.05749 0.52398
H 0.99867 3.27275 0.15757
H 0.25044 3.06884 1.79426
H 1.61754 2.02455 1.28721
H -1.00984 1.05746 2.18290
H -2.81145 0.36879 0.76733
H -1.82633 -1.15116 0.62950
C 0.56750 -2.89485 -1.39121
C 1.33772 -1.70837 -1.62963
O 0.76632 -0.71487 -2.17857
Tm -1.05885 0.56502 -1.59689
H 1.03110 -3.87535 -1.50444
H -0.50669 -2.77413 -1.22544
H 2.40369 -1.86366 -1.86602
H 0.25820 -0.12986 1.48545
```

2S+1: 4
Total charge: +2
LUMO (alpha / beta): -9.305 / -10.416 eV
F_max: 3.42 eV Å⁻¹
Frontier orbital gap (alpha / beta): 8.09 / 6.94 eV
HOMO energy (alpha / beta): -17.39 / -17.36 eV